--- w ---
# C5H6N2O

An isolated molecule of C5H6N2O (ωB97M-V/def2-TZVPD, OMol25).

Calculated values
Multiplicity: 1
SMILES string: CC(=O)/N=C(/C)C#N

Each line ends with the natural charge from an NBO analysis.
CARTESIAN COORDINATES (ANGSTROEM)
1 C -0.960 -0.673 -1.615  -0.8367
2 C 1.364 0.175 1.873  -0.6553
3 C -0.011 0.894 -1.459  0.7553
4 C 0.444 0.285 0.714  0.2897
5 N 0.792 0.840 -0.389  -0.4689
6 C -0.824 -0.424 0.734  0.1820
7 O -0.294 1.771 -2.200  -0.4903
8 N -1.788 -0.523 1.395  -0.2319
9 H -0.770 -0.701 -2.688  0.2340
10 H -2.017 -0.431 -1.501  0.2408
11 H -0.688 -1.699 -1.380  0.2319
12 H 1.172 1.010 2.554  0.2550
13 H 2.399 0.219 1.530  0.2536
14 H 1.182 -0.744 2.431  0.2407



--- x ---
# C5H6N2O

An isolated molecule of C5H6N2O (ωB97M-V/def2-TZVPD, OMol25).

Calculated values
Multiplicity: 1
SMILES string: C#C[C@@H]1ON=C[C@H]1N

Each line ends with the natural charge from an NBO analysis.
CARTESIAN COORDINATES (ANGSTROEM)
1 C -0.171 -0.175 1.077  -0.1163
2 C 0.606 1.033 1.416  0.0410
3 C -0.136 0.036 -0.570  0.0093
4 C -0.147 -1.125 -1.549  -0.0185
5 C -0.797 -1.829 -2.450  -0.2368
6 H -2.161 -0.636 1.422  0.3874
7 H -1.382 -0.082 2.870  0.3900
8 H 0.400 -1.102 1.032  0.1872
9 H 0.610 1.701 2.488  0.2508
10 H -0.861 0.885 -0.905  0.2131
11 H -0.663 -2.893 -2.929  0.2588
12 N -1.381 -0.120 1.756  -0.8583
13 N 1.260 1.483 0.446  -0.1165
14 O 1.097 0.617 -0.866  -0.3912



--- y ---
# C5H6N2O

C5H6N2O as an isolated structure (ωB97M-V/def2-TZVPD, OMol25).

Calculated values
Multiplicity: 1

Each line ends with the natural charge from an NBO analysis.
CARTESIAN COORDINATES (ANGSTROEM)
1 C -2.119 -0.523 0.454  -0.6292
2 C -1.115 0.061 -0.506  0.0995
3 C 0.644 0.967 0.012  0.1776
4 C 2.001 0.953 0.257  -0.1357
5 C 0.308 -0.334 -0.196  0.0300
6 H -3.054 -0.029 0.111  0.2174
7 H -2.117 -1.595 0.148  0.2217
8 H -1.870 -0.435 1.512  0.2307
9 H -1.378 -0.020 -1.584  0.2017
10 H 2.530 1.862 0.293  0.2325
11 H 3.267 -0.786 -0.093  0.4143
12 N 2.340 -0.385 0.061  -0.3407
13 N 1.299 -1.183 -0.264  -0.2364
14 O -0.735 1.448 -0.205  -0.4832



--- z ---
# C5H6N2O

An isolated molecule of C5H6N2O (ωB97M-V/def2-TZVPD, OMol25).

Calculated values
Multiplicity: 1
SMILES string: c1nc2c(o1)CCN2

Each line ends with the natural charge from an NBO analysis.
CARTESIAN COORDINATES (ANGSTROEM)
1 C 0.940 -0.400 1.292  -0.1921
2 C 1.032 -0.965 -0.143  -0.4373
3 C -0.146 -0.323 -0.744  0.1447
4 C -1.693 0.770 -1.698  0.3117
5 C -0.568 0.711 0.088  0.2346
6 H 1.942 -0.175 1.629  0.1984
7 H 0.463 -1.079 2.003  0.1845
8 H 1.965 -0.612 -0.561  0.2064
9 H 1.000 -2.044 -0.241  0.2238
10 H -2.394 0.947 -2.513  0.1922
11 H -0.241 1.190 2.105  0.3932
12 N -1.624 1.399 -0.563  -0.4596
13 N 0.173 0.866 1.214  -0.6089
14 O -0.848 -0.285 -1.870  -0.3915



Going by the computed energies, the most stable comes first: z, w, y, x.